115
Properties=species:S:1:pos:R:3 method="wB97M-V/def2-TZVPD" lumo_ev="-0.3 / -0.3" e_homo_ev="-6.83 / -6.71" spin_multiplicity=2
C -5.15 1.93 2.22
C 2.04 4.28 -5.29
C 1.83 3.28 1.64
C 1.27 -1.69 5.70
C 1.31 5.44 -5.50
H -2.50 -1.48 -5.23
C 0.20 5.72 -4.71
C 1.67 3.39 -4.30
C -2.72 0.42 -4.26
H 1.60 6.13 -6.28
H 2.91 4.07 -5.90
H -0.43 -1.25 4.69
C 5.57 2.68 -0.90
C -0.18 4.84 -3.71
C -4.74 2.77 0.00
C -2.00 -0.69 -4.68
F -0.78 4.84 1.90
C 4.87 2.09 0.13
C -2.87 -5.89 2.73
C 2.09 -2.74 2.86
O 5.88 -0.12 2.84
H 2.50 2.72 2.27
H -0.09 -1.66 -4.73
C 0.55 3.68 -3.53
C -1.83 -5.91 1.82
C 4.05 0.42 -1.39
O 0.14 1.49 1.25
H 0.37 -2.18 -1.64
H -1.59 -6.82 1.29
C -4.32 -4.00 -1.05
H -4.81 -4.88 -1.43
H -0.35 6.64 -4.87
C 1.44 -2.15 -1.77
C 3.49 -3.13 -2.45
H -2.65 2.29 -3.21
H -6.24 3.54 1.32
H 6.17 3.56 -0.70
H 1.03 0.14 -3.40
C -0.74 1.30 -3.26
C 4.75 1.02 -2.43
F -1.71 3.28 0.75
H 5.16 -1.78 -2.31
H -3.44 -6.79 2.92
N 2.03 -1.00 -1.42
H -2.68 -2.67 3.71
Ir 1.07 0.22 -0.05
C 0.55 -1.69 4.57
C 0.41 2.73 1.76
C -1.09 -4.76 1.58
H -3.99 -4.70 4.13
P -2.15 -0.27 0.51
C 3.38 -2.70 5.06
H -0.74 0.17 2.30
C -2.53 -2.39 -1.18
C 5.51 2.17 -2.19
C 0.06 2.63 3.26
H -2.77 -4.03 -2.54
H -5.74 -3.69 0.52
C -3.42 0.95 0.86
F 0.02 4.29 -0.02
F 0.34 3.72 3.98
O 2.54 -2.14 5.98
C -4.84 -3.33 0.05
H -1.02 5.06 -3.07
H -2.13 -0.79 2.89
F 0.76 1.62 3.82
H -5.70 1.98 3.15
O -1.21 0.19 -0.58
C -2.44 -3.57 3.17
C -4.13 1.00 2.05
H -1.64 -2.00 -1.65
C 3.35 -0.87 -1.65
O 1.33 1.92 -1.76
H -4.96 3.47 -0.79
C -0.01 0.21 -3.67
H 4.12 -3.40 3.30
H -4.62 -1.68 1.39
H 6.04 2.64 -3.00
S 4.70 0.39 3.47
C -1.39 -0.69 2.11
C -0.53 3.79 1.10
H 1.86 4.33 1.93
C -5.45 2.81 1.19
H 4.92 2.50 1.13
C 2.13 -3.24 -2.28
C 4.10 -1.92 -2.16
H -3.90 0.34 2.87
H 2.23 -3.04 1.83
S 0.05 2.55 -2.25
H 4.31 -2.92 5.56
H 4.71 0.60 -3.42
O 4.66 1.80 3.75
S 3.06 0.21 1.11
H 2.15 3.19 0.60
C 0.90 -2.18 3.21
C -1.40 -3.59 2.25
C -0.65 -0.79 -4.39
F -1.24 2.34 3.46
H -0.29 -4.77 0.85
C -3.72 1.84 -0.16
C -2.09 1.43 -3.55
P -0.35 -2.15 1.93
H -3.78 0.50 -4.49
C -3.18 -4.72 3.41
H 4.08 -3.96 -2.82
C -3.17 -3.52 -1.67
H 0.87 -1.27 6.61
C 3.24 -2.98 3.75
C -3.04 -1.74 -0.06
C -4.20 -2.20 0.54
H 1.59 -4.15 -2.52
O 0.19 -2.19 0.54
H 2.24 2.49 -4.10
H -3.14 1.81 -1.07
C 4.08 0.97 -0.11